The following is a DFT calculation (ωB97M-V/def2-TZVPD) of a single C7H8N4O2 molecule at a distorted geometry.

Geometry as XYZ:
```
21
Properties=species:S:1:pos:R:3:forces:R:3:mulliken_charge:R:1
C 3.430 -1.814 1.273 0.1 1.7 -0.3 -0.544
C 3.432 -0.388 0.997 -1.3 -2.2 -0.4 -0.338
C 2.083 0.145 0.281 1.9 -0.2 2.8 0.570
N 1.250 0.897 1.097 0.8 -1.1 -2.3 -0.391
N 0.138 1.287 0.523 0.5 -1.1 -2.3 -0.106
C 0.001 0.877 -0.792 -2.2 1.0 -1.4 0.564
C -1.398 1.311 -1.485 1.0 -0.8 0.6 -0.606
C -2.494 0.178 -1.124 0.8 0.8 -0.9 -0.425
O -3.182 0.666 0.085 0.2 -3.0 0.8 -0.320
C -3.036 -0.262 1.142 2.5 -0.7 1.6 0.170
O -1.951 -0.718 1.558 -3.6 1.5 -2.1 -0.433
N 0.851 0.162 -1.617 -1.2 1.4 2.2 -0.258
N 1.964 -0.229 -1.043 -0.2 0.8 2.6 -0.329
H 4.059 -2.561 0.669 0.4 1.3 2.2 0.247
H 2.744 -2.217 2.102 -0.2 0.3 -2.5 0.259
H 4.310 0.296 1.219 -0.7 -1.0 -1.8 0.306
H -1.249 1.424 -2.606 -0.1 -0.3 1.5 0.351
H -1.713 2.317 -1.053 0.3 -1.5 -0.5 0.326
H -1.997 -0.841 -0.951 -0.7 1.6 -0.1 0.346
H -3.256 0.052 -1.973 1.0 0.4 1.4 0.261
H -3.987 -0.585 1.698 0.9 1.0 -1.1 0.351
```
Forces are in eV/Å.

## Properties
F_max, hartree/bohr: 0.086
HOMO-LUMO gap, eV: 7.472
SMILES string: C=Cc1nnc(CCOC=O)nn1
2S+1: 1
HOMO level, eV: -8.2
Energy relative to the best compared isomer or geometry (same formula, charge and spin), kJ/mol: 794.7
Lowest unoccupied orbital energy, Eh: -0.028

***

The following is a DFT calculation (ωB97M-V/def2-TZVPD) of a molecular structure, CH3O2S2 at a distorted geometry.

Geometry as XYZ:
```
8
Properties=species:S:1:pos:R:3:forces:R:3:mulliken_spin:R:1
C 0.023 -0.841 1.018 -1.4 -4.4 1.1 0.910
O 1.375 1.032 -1.021 2.2 0.0 -0.3 0.130
O -0.695 1.950 -0.228 -0.5 -0.3 0.0 0.158
S -0.902 -0.120 -2.339 -0.4 -0.2 -0.4 0.417
S -0.018 0.759 -0.782 -1.4 2.3 -1.3 0.351
H 0.660 -1.509 0.390 -1.1 0.5 0.5 0.008
H 0.554 -0.143 1.544 1.0 1.9 1.2 0.031
H -0.998 -1.128 1.418 1.5 0.3 -0.9 -0.005
```
Forces are in eV/Å.

## Properties
F_max, hartree/bohr: 0.092
HOMO-LUMO gap (spin up / spin down), eV: 5.732 / 6.298
2S+1: 3
HOMO level (spin up / spin down), eV: -1.9 / -4.2
Total charge: -1
Energy relative to the best compared isomer or geometry (same formula, charge and spin), kJ/mol: 152.2
Lowest unoccupied orbital energy (spin up / spin down), Eh: 0.139 / 0.078

***

Which formula does entry 2 have?
CH3O2S2

***

Please write out number 1 again, unchanged.
The following is a DFT calculation (ωB97M-V/def2-TZVPD) of a single C7H8N4O2 molecule at a distorted geometry.

Geometry as XYZ:
```
21
Properties=species:S:1:pos:R:3:forces:R:3:mulliken_charge:R:1
C 3.430 -1.814 1.273 0.1 1.7 -0.3 -0.544
C 3.432 -0.388 0.997 -1.3 -2.2 -0.4 -0.338
C 2.083 0.145 0.281 1.9 -0.2 2.8 0.570
N 1.250 0.897 1.097 0.8 -1.1 -2.3 -0.391
N 0.138 1.287 0.523 0.5 -1.1 -2.3 -0.106
C 0.001 0.877 -0.792 -2.2 1.0 -1.4 0.564
C -1.398 1.311 -1.485 1.0 -0.8 0.6 -0.606
C -2.494 0.178 -1.124 0.8 0.8 -0.9 -0.425
O -3.182 0.666 0.085 0.2 -3.0 0.8 -0.320
C -3.036 -0.262 1.142 2.5 -0.7 1.6 0.170
O -1.951 -0.718 1.558 -3.6 1.5 -2.1 -0.433
N 0.851 0.162 -1.617 -1.2 1.4 2.2 -0.258
N 1.964 -0.229 -1.043 -0.2 0.8 2.6 -0.329
H 4.059 -2.561 0.669 0.4 1.3 2.2 0.247
H 2.744 -2.217 2.102 -0.2 0.3 -2.5 0.259
H 4.310 0.296 1.219 -0.7 -1.0 -1.8 0.306
H -1.249 1.424 -2.606 -0.1 -0.3 1.5 0.351
H -1.713 2.317 -1.053 0.3 -1.5 -0.5 0.326
H -1.997 -0.841 -0.951 -0.7 1.6 -0.1 0.346
H -3.256 0.052 -1.973 1.0 0.4 1.4 0.261
H -3.987 -0.585 1.698 0.9 1.0 -1.1 0.351
```
Forces are in eV/Å.

## Properties
F_max, hartree/bohr: 0.086
HOMO-LUMO gap, eV: 7.472
SMILES string: C=Cc1nnc(CCOC=O)nn1
2S+1: 1
HOMO level, eV: -8.2
Energy relative to the best compared isomer or geometry (same formula, charge and spin), kJ/mol: 794.7
Lowest unoccupied orbital energy, Eh: -0.028

***

Copy entry 1 word for word.
The following is a DFT calculation (ωB97M-V/def2-TZVPD) of a single C7H8N4O2 molecule at a distorted geometry.

Geometry as XYZ:
```
21
Properties=species:S:1:pos:R:3:forces:R:3:mulliken_charge:R:1
C 3.430 -1.814 1.273 0.1 1.7 -0.3 -0.544
C 3.432 -0.388 0.997 -1.3 -2.2 -0.4 -0.338
C 2.083 0.145 0.281 1.9 -0.2 2.8 0.570
N 1.250 0.897 1.097 0.8 -1.1 -2.3 -0.391
N 0.138 1.287 0.523 0.5 -1.1 -2.3 -0.106
C 0.001 0.877 -0.792 -2.2 1.0 -1.4 0.564
C -1.398 1.311 -1.485 1.0 -0.8 0.6 -0.606
C -2.494 0.178 -1.124 0.8 0.8 -0.9 -0.425
O -3.182 0.666 0.085 0.2 -3.0 0.8 -0.320
C -3.036 -0.262 1.142 2.5 -0.7 1.6 0.170
O -1.951 -0.718 1.558 -3.6 1.5 -2.1 -0.433
N 0.851 0.162 -1.617 -1.2 1.4 2.2 -0.258
N 1.964 -0.229 -1.043 -0.2 0.8 2.6 -0.329
H 4.059 -2.561 0.669 0.4 1.3 2.2 0.247
H 2.744 -2.217 2.102 -0.2 0.3 -2.5 0.259
H 4.310 0.296 1.219 -0.7 -1.0 -1.8 0.306
H -1.249 1.424 -2.606 -0.1 -0.3 1.5 0.351
H -1.713 2.317 -1.053 0.3 -1.5 -0.5 0.326
H -1.997 -0.841 -0.951 -0.7 1.6 -0.1 0.346
H -3.256 0.052 -1.973 1.0 0.4 1.4 0.261
H -3.987 -0.585 1.698 0.9 1.0 -1.1 0.351
```
Forces are in eV/Å.

## Properties
F_max, hartree/bohr: 0.086
HOMO-LUMO gap, eV: 7.472
SMILES string: C=Cc1nnc(CCOC=O)nn1
2S+1: 1
HOMO level, eV: -8.2
Energy relative to the best compared isomer or geometry (same formula, charge and spin), kJ/mol: 794.7
Lowest unoccupied orbital energy, Eh: -0.028

***

Which of these has the highest energy relative to the best compared isomer or geometry (same formula, charge and spin)?
C7H8N4O2